# 1
DFT (the ωB97M-V functional and the def2-TZVPD basis) results for a cluster of 2 separate species, C7H5ClFNO2 in total.

XYZ file:
```
17
C7H5ClFNO2 (the ωB97M-V functional and the def2-TZVPD basis)
C 0.2438 1.2210 -2.3668
C 0.6572 -0.0758 -2.4194
C -0.1577 1.8317 -1.1820
C 0.5437 -0.8264 -1.2600
C -0.3399 1.0375 -0.0112
C 0.1784 -0.1670 -0.1819
C 0.3029 -1.2334 2.4362
N -0.9361 -0.6729 2.4730
O -1.8682 -1.4388 2.3384
O -1.0078 0.5265 2.6428
F 1.3066 -0.4994 2.9099
Cl 0.4113 -2.9340 2.4255
H 0.2549 1.7271 -3.2681
H 0.9679 -0.6661 -3.2702
H -0.5943 2.8052 -1.0212
H 0.7350 -1.9564 -1.2188
H -0.6976 1.3213 0.9738
```

## Properties
HOMO energy (alpha / beta)   -9.434 / -8.779 eV
Energy above the lowest of the compared OMol25 structures with the same formula, charge and spin   91.92 kcal per mole
2S+1   1
Gap between HOMO and LUMO (alpha / beta)   8.90 / 6.87 eV
Charge   0

=====

# 2
DFT (the ωB97M-V functional and the def2-TZVPD basis) results for the molecule C3H2N2O3.

XYZ file:
```
10
C3H2N2O3 (the ωB97M-V functional and the def2-TZVPD basis)
O 2.6749 0.1408 0.0005
C 1.6940 -0.5284 -0.0012
N 0.3938 -0.0330 -0.0005
N 0.0539 1.2890 -0.0004
C -1.2158 1.3075 -0.0004
O -1.7951 0.0849 -0.0002
C -0.7720 -0.8144 0.0001
O -0.8582 -1.9994 0.0003
H 1.6578 -1.6296 0.0028
H -1.8332 2.1827 -0.0011
```

## Properties
HOMO energy   -10.403 eV
Structure (SMILES)   O=Cn1ncoc1=O
Energy above the lowest of the compared OMol25 structures with the same formula, charge and spin   35.76 kcal per mole
2S+1   1
Gap between HOMO and LUMO   10.80 eV
Charge   0

=====

# 3
DFT (the ωB97M-V functional and the def2-TZVPD basis) results for the molecule C3H6N2O.

XYZ file:
```
12
C3H6N2O (the ωB97M-V functional and the def2-TZVPD basis)
N 2.0970 0.3544 -0.6632
C 0.8108 0.1699 -0.2356
N -0.0963 -0.2120 -1.0519
C -1.2188 -0.6183 -0.2131
C -1.0702 0.3895 0.9083
O 0.4444 0.4120 1.0466
H 2.2151 -0.0569 -1.5804
H 2.8890 0.2993 -0.0454
H -2.1431 -0.6206 -0.8023
H -1.0591 -1.6406 0.1678
H -1.4822 1.3523 0.5480
H -1.3866 0.1710 1.9211
```

## Properties
HOMO energy   -8.689 eV
Structure (SMILES)   NC1=NCCO1
Energy above the lowest of the compared OMol25 structures with the same formula, charge and spin   27.91 kcal per mole
2S+1   1
Gap between HOMO and LUMO   9.71 eV
Charge   0

=====

# 4
DFT (the ωB97M-V functional and the def2-TZVPD basis) results for the molecule C15H27BN2O3S.

XYZ file:
```
49
C15H27BN2O3S (the ωB97M-V functional and the def2-TZVPD basis)
C 1.5324 0.7445 4.0702
C 1.0331 -0.6359 4.3297
C -0.5509 -1.0834 4.4483
B -1.2446 -1.5296 3.0268
C -1.9213 -0.2873 2.1258
C -1.9737 -0.7012 0.5346
C -2.3549 0.5471 -0.4584
C -1.0393 1.2600 -1.1787
C -1.5005 2.5856 -2.0609
C -0.2564 3.6757 -2.2762
C -0.0583 4.1265 -3.8403
S 1.6971 4.0182 -4.4846
C 2.2604 2.2475 -4.7222
N 3.3996 1.8691 -5.6814
N 3.6544 0.4852 -5.6392
C 2.6187 -0.0172 -4.6273
O 1.7542 1.0367 -4.0516
O -1.3725 -2.8949 2.4882
C -0.1054 -3.6369 2.5046
C 0.7463 -3.5823 1.0942
C 1.6322 -2.2196 0.8823
O -0.2070 -3.8258 -0.0180
H 1.8728 1.4113 4.9911
H 1.6852 1.2260 3.0028
H 1.8670 -1.4700 4.4924
H -0.5560 -2.0548 5.1395
H -1.1406 -0.2599 5.0491
H -3.0556 -0.2442 2.4915
H -1.4270 0.7505 2.3469
H -2.8596 -1.4931 0.4346
H -0.9909 -1.2722 0.2501
H -3.0215 1.3499 0.1047
H -3.0363 0.1063 -1.3277
H -0.2526 1.6076 -0.3849
H -0.6362 0.4719 -1.9540
H -1.9212 2.2442 -3.1176
H -2.4172 3.0521 -1.4849
H -0.5478 4.6363 -1.6463
H 0.7069 3.1494 -1.8674
H -0.3700 5.2774 -3.8935
H -0.7802 3.5313 -4.5602
H 2.4420 -1.1327 -4.2649
H -0.3971 -4.7851 2.6559
H 0.6201 -3.3760 3.3840
H 1.5176 -4.4928 1.0923
H 1.4519 -1.3768 1.6736
H 2.7765 -2.5095 0.8945
H 1.4030 -1.8409 -0.2230
H -0.6771 -4.6884 0.2554
```

## Properties
HOMO energy   -7.462 eV
Structure (SMILES)   C=CCB(CCCCCCCSc1nnco1)OC[C@H](C)O
Energy above the lowest of the compared OMol25 structures with the same formula, charge and spin   189.37 kcal per mole
2S+1   1
Gap between HOMO and LUMO   6.57 eV
Charge   0

=====

# 5
DFT (the ωB97M-V functional and the def2-TZVPD basis) results for the molecule C6H8N2S.

XYZ file:
```
17
C6H8N2S (the ωB97M-V functional and the def2-TZVPD basis)
H 3.4063 1.9197 0.2229
N 2.3990 1.7544 0.2881
N 2.0820 0.5579 0.1616
S 3.2007 -0.8422 0.5523
C 0.7333 0.1964 -0.0507
C -0.2312 1.1201 -0.2668
C -1.7207 0.6880 -0.4703
C -1.9475 -0.5557 0.2732
C -1.0623 -1.4833 0.2923
C 0.3559 -1.1785 -0.1141
H -0.1195 2.2084 -0.3204
H -2.1985 0.6668 -1.4951
H -2.1797 1.5202 0.0844
H -3.0011 -0.8719 0.6732
H -1.1639 -2.3953 0.8880
H 0.9109 -1.8192 0.4795
H 0.5364 -1.4859 -1.1982
```

## Properties
HOMO energy   -8.481 eV
Structure (SMILES)   [H]/N=[N+](\[S-])C1=CCC=CC1
Energy above the lowest of the compared OMol25 structures with the same formula, charge and spin   93.69 kcal per mole
2S+1   1
Gap between HOMO and LUMO   7.43 eV
Charge   0

=====

# 6
DFT (the ωB97M-V functional and the def2-TZVPD basis) results for a structure of composition C18H32GeN2O7Ru.

XYZ file:
```
61
C18H32GeN2O7Ru (the ωB97M-V functional and the def2-TZVPD basis)
Ru 0.0784 -0.2702 0.0986
C 0.9291 3.3985 -1.1841
C -0.1161 2.8543 -0.2206
C -1.4299 3.5960 -0.4160
C 0.2632 2.8444 1.2541
O -0.3445 1.4454 -0.6618
Ge -2.3575 0.7521 -0.9092
O -1.8806 0.2687 0.8449
C -2.8331 -0.2546 1.8833
C -2.9315 0.8449 2.9219
C -4.1549 -0.4924 1.1715
C -2.2720 -1.5344 2.4609
O -1.1925 -0.7777 -1.3166
C -0.8674 -1.4508 -2.6271
C -1.3407 -0.5096 -3.7183
C 0.6392 -1.6443 -2.6703
C -1.6211 -2.7630 -2.6007
H 1.3277 4.3425 -0.8124
H 0.4828 3.5815 -2.1603
H 1.7531 2.7018 -1.3333
H -1.2785 4.6505 -0.1813
H -2.2108 3.2364 0.2602
H -1.7714 3.5429 -1.4516
H 0.7152 3.7959 1.5344
H 0.9875 2.0612 1.5032
H -0.6120 2.6875 1.8823
H -3.2726 1.7816 2.4788
H -1.9690 1.0124 3.4064
H -3.6485 0.5594 3.6916
H -4.5730 0.4331 0.7650
H -4.8898 -0.8832 1.8749
H -4.0495 -1.2360 0.3751
H -1.2866 -1.3712 2.9004
H -2.2062 -2.3275 1.7176
H -2.9273 -1.8728 3.2634
H -0.8163 0.4480 -3.6825
H -2.4173 -0.3348 -3.6613
H -1.1433 -0.9616 -4.6903
H 1.1720 -0.7031 -2.4790
H 0.9410 -1.9548 -3.6703
H 0.9683 -2.4204 -1.9784
H -2.6970 -2.5995 -2.5368
H -1.3056 -3.3806 -1.7599
H -1.4233 -3.3119 -3.5219
C 3.5053 1.8467 0.7521
C 3.2702 0.3865 0.6670
N 2.1214 -0.3164 0.6205
C 2.4943 -1.6597 0.7273
C 3.8426 -1.7614 0.8280
N 4.2910 -0.4722 0.7755
C 4.8731 -2.8523 0.9581
O 4.4519 -4.0931 1.0838
O 6.0208 -2.5162 0.9705
C 1.4378 -2.6648 0.7581
O 1.5608 -3.8506 0.8645
O 0.2160 -2.0597 0.6548
H 2.5962 2.4134 0.6010
H 4.2478 2.1539 0.0158
H 3.8959 2.0818 1.7441
H 5.2798 -0.2490 0.8517
H 3.4771 -4.1715 1.0826
```

## Properties
HOMO energy (alpha / beta)   -16.464 / -16.461 eV
2S+1   5
Gap between HOMO and LUMO (alpha / beta)   8.81 / 6.73 eV
Charge   +2

=====

Number 1: maximum force 3.8 eV/A, E -1034.7566 hartree. Number 2: maximum force 1.3 eV/A, E -450.7463 hartree. Number 3: maximum force 1.2 eV/A, E -302.6486 hartree. Number 4: maximum force 8.6 eV/A, E -1345.5199 hartree. Number 5: maximum force 4.8 eV/A, E -740.9758 hartree. Number 6: maximum force 0.6 eV/A, E -3512.5353 hartree.